13 unconnected molecules or ions with the total composition C5H36N2O12 at a distorted geometry, computed with ωB97M-V/def2-TZVPD.

Properties
E_HOMO: -10.235 eV
net charge: 0
energy relative to the best compared isomer or geometry (same formula, charge and spin): 37.6 kcal/mol

Each line ends with the natural charge from an NBO analysis.
CARTESIAN COORDINATES (ANGSTROEM)
C (0.1557, -2.8030, -1.3269)  -0.6319
C (0.2742, -1.8197, -0.1583)  -0.0555
C (0.3221, -0.3855, -0.7052)  -0.5139
C (1.2274, 0.6654, -0.1425)  0.1411
C (3.1377, 2.0744, -0.3601)  -0.4515
N (2.2095, 1.0518, -0.8335)  -0.4760
N (1.4410, -2.1554, 0.7015)  -0.8601
H (0.9448, -2.5674, -2.0350)  0.2131
H (-0.8426, -2.7167, -1.7550)  0.2346
H (0.2774, -3.8346, -0.9838)  0.2118
H (-0.5989, -1.8759, 0.4716)  0.1904
H (0.3784, -0.3958, -1.7913)  0.2492
H (-0.7034, 0.0078, -0.6423)  0.2348
H (0.8980, 1.1486, 0.7836)  0.1781
H (-1.7389, 2.2419, -2.5045)  0.4835
H (4.0337, 1.9633, -0.9739)  0.2046
H (3.4754, 1.8722, 0.6559)  0.1990
H (1.9380, -2.9337, 0.2884)  0.3683
H (2.0745, -1.3661, 0.6945)  0.3789
H (-0.3475, 0.1688, -4.0121)  0.5067
H (-1.7207, -0.1182, -4.5786)  0.4655
O (-1.1702, -0.3299, -3.8112)  -0.9857
H (-1.2544, -0.8949, 2.5501)  0.4816
H (-2.0621, -0.4022, 1.2861)  0.4679
O (-2.1265, -0.6424, 2.2139)  -0.9542
H (-2.4578, 1.8503, 0.8759)  0.5178
H (-3.6765, 1.6774, -0.0030)  0.4813
O (-2.7326, 1.4766, 0.0236)  -0.9942
H (1.7153, 0.3160, 3.9585)  0.4794
H (0.4781, -0.2831, 3.4178)  0.5039
O (0.9791, 0.5622, 3.3843)  -0.9895
H (0.0408, 2.2603, 3.6701)  0.5139
H (0.6195, 3.3429, 2.7163)  0.4722
O (0.0698, 3.2147, 3.4942)  -0.9646
H (0.3663, 1.8527, -2.6982)  0.4960
H (1.7328, 1.1762, -2.9011)  0.4906
O (0.9368, 1.4558, -3.3834)  -0.9944
H (-1.6329, -3.4795, 0.2098)  0.4529
H (-2.8970, -3.1302, 0.7948)  0.4875
O (-2.2159, -3.8067, 0.9015)  -0.9375
H (0.5678, -2.3654, 2.2588)  0.5124
H (0.4399, -2.9265, 3.6144)  0.4894
O (0.3556, -2.0578, 3.1950)  -1.0179
H (3.0796, -1.9550, -1.2075)  0.4536
H (3.7133, -0.6265, -1.4346)  0.4801
O (3.9517, -1.5529, -1.2637)  -0.9370
H (-1.3335, 3.0126, -1.2922)  0.4900
H (-1.5683, 4.3432, 0.8392)  0.4847
O (-1.0917, 2.9051, -2.2241)  -0.9523
H (2.7719, 3.0798, -0.4908)  0.2120
H (-1.1414, 3.5203, 2.1771)  0.5120
O (-1.4674, 3.4835, 1.2529)  -1.0182
H (-3.0700, -0.4529, -0.6048)  0.4859
H (-3.3842, -1.4717, -1.6393)  0.4756
O (-3.3713, -1.3742, -0.6732)  -0.9662

***

A single C18H25NO3 molecule, computed with ωB97M-V/def2-TZVPD.

Properties
structure (SMILES): COc1ccc(C(=O)N[C@@H](C)[C@H]2C[C@H]3CC[C@@H]2C3)c(OC)c1
E_HOMO: -8.487 eV
net charge: 0
energy relative to the best compared isomer or geometry (same formula, charge and spin): 44.2 kcal/mol

Each line ends with the natural charge from an NBO analysis.
CARTESIAN COORDINATES (ANGSTROEM)
C (6.9480, 0.0028, -0.4802)  -0.2525
O (5.7979, 0.7601, -0.1866)  -0.4915
C (4.5952, 0.1265, -0.1633)  0.3484
C (4.3939, -1.2262, -0.4039)  -0.3470
C (3.1088, -1.7272, -0.3446)  -0.1055
C (2.0049, -0.9401, -0.0410)  -0.2509
C (0.6887, -1.6499, -0.0371)  0.6753
O (0.5578, -2.7326, -0.5844)  -0.6466
N (-0.3111, -1.0593, 0.6491)  -0.6231
C (-1.6586, -1.5933, 0.6590)  -0.0434
C (-2.2469, -1.4546, 2.0625)  -0.6208
C (-2.4650, -0.9893, -0.5165)  -0.2171
C (-4.0059, -1.0301, -0.4054)  -0.4126
C (-4.4265, 0.3829, -0.8274)  -0.2164
C (-4.0911, 1.3458, 0.3181)  -0.4090
C (-2.5545, 1.4494, 0.2439)  -0.4158
C (-2.1942, 0.4835, -0.8884)  -0.2227
C (-3.3531, 0.7380, -1.8554)  -0.4043
C (2.2158, 0.4324, 0.1937)  0.4141
O (1.1299, 1.2188, 0.4669)  -0.5316
C (1.3052, 2.6102, 0.5993)  -0.2516
C (3.5014, 0.9426, 0.1268)  -0.3731
H (7.1082, -0.7866, 0.2607)  0.1785
H (6.8914, -0.4413, -1.4789)  0.1788
H (7.7797, 0.7047, -0.4445)  0.2008
H (5.2122, -1.8869, -0.6379)  0.2218
H (2.9243, -2.7726, -0.5417)  0.2433
H (-0.1803, -0.1198, 0.9858)  0.4147
H (-1.5449, -2.6652, 0.4546)  0.2317
H (-3.1160, -2.0965, 2.1757)  0.2140
H (-1.4999, -1.7764, 2.7855)  0.2215
H (-2.5345, -0.4349, 2.2966)  0.1979
H (-2.1592, -1.5731, -1.3912)  0.2202
H (-4.3524, -1.2573, 0.5995)  0.2039
H (-4.4238, -1.7790, -1.0788)  0.2118
H (-5.4607, 0.4488, -1.1633)  0.2130
H (-4.4380, 0.9635, 1.2778)  0.2032
H (-4.5601, 2.3174, 0.1574)  0.2078
H (-2.0650, 1.2107, 1.1843)  0.1973
H (-2.2503, 2.4606, -0.0346)  0.2045
H (-1.1938, 0.6417, -1.2890)  0.2235
H (-3.4096, 1.7719, -2.1928)  0.2040
H (-3.3501, 0.0747, -2.7181)  0.2097
H (0.3057, 3.0144, 0.7547)  0.2023
H (1.9329, 2.8563, 1.4610)  0.1815
H (1.7362, 3.0480, -0.3053)  0.1844
H (3.7072, 1.9861, 0.2974)  0.2277

***

A single C18H28O2 molecule, computed with ωB97M-V/def2-TZVPD.

Properties
structure (SMILES): O=C(O)CCCCCCCCCCCc1ccccc1
E_HOMO: -9.078 eV
net charge: 0
energy relative to the best compared isomer or geometry (same formula, charge and spin): 3.0 kcal/mol

Each line ends with the natural charge from an NBO analysis.
CARTESIAN COORDINATES (ANGSTROEM)
O (-4.6742, 2.0638, -1.9267)  -0.6001
C (-3.7600, 1.6725, -2.5999)  0.7976
O (-3.2501, 2.3996, -3.6058)  -0.6886
C (-3.0637, 0.3427, -2.4641)  -0.5104
C (-2.8971, -0.0632, -0.9995)  -0.3976
C (-1.8805, 0.8273, -0.2892)  -0.3898
C (-1.7168, 0.5001, 1.1943)  -0.3896
C (-1.1973, -0.9164, 1.4444)  -0.4145
C (-0.7140, -1.1271, 2.8869)  -0.3873
C (0.8075, -1.0794, 3.0357)  -0.3931
C (1.4167, 0.2751, 2.6822)  -0.4102
C (2.8846, 0.3970, 3.0947)  -0.3889
C (3.8465, -0.5747, 2.4091)  -0.3878
C (4.1246, -0.2568, 0.9343)  -0.4274
C (3.0038, -0.5884, -0.0105)  -0.0106
C (2.4440, 0.3897, -0.8234)  -0.1779
C (1.4447, 0.0762, -1.7283)  -0.2183
C (0.9787, -1.2237, -1.8257)  -0.2351
C (1.5283, -2.2075, -1.0209)  -0.2052
C (2.5384, -1.8933, -0.1298)  -0.2233
H (-3.7271, 3.2403, -3.6929)  0.4952
H (-3.6850, -0.3920, -2.9835)  0.2394
H (-2.1010, 0.3986, -2.9728)  0.2221
H (-2.5701, -1.1023, -0.9579)  0.2055
H (-3.8645, 0.0175, -0.5010)  0.2189
H (-0.9099, 0.7277, -0.7800)  0.1997
H (-2.2005, 1.8679, -0.3841)  0.2006
H (-2.6757, 0.6274, 1.7020)  0.1966
H (-1.0179, 1.2192, 1.6235)  0.2016
H (-1.9976, -1.6259, 1.2282)  0.2004
H (-0.3777, -1.1276, 0.7549)  0.2061
H (-1.0504, -2.1041, 3.2416)  0.2021
H (-1.1670, -0.3752, 3.5366)  0.1933
H (1.0623, -1.3218, 4.0713)  0.1965
H (1.2386, -1.8516, 2.3960)  0.1961
H (0.8590, 1.0568, 3.2051)  0.1997
H (1.3208, 0.4528, 1.6117)  0.2074
H (3.2204, 1.4186, 2.8974)  0.1965
H (2.9524, 0.2355, 4.1744)  0.1989
H (3.4720, -1.5935, 2.5052)  0.1982
H (4.8005, -0.5284, 2.9414)  0.2075
H (4.3774, 0.8018, 0.8415)  0.2048
H (5.0029, -0.8337, 0.6266)  0.2177
H (2.7980, 1.4088, -0.7512)  0.2027
H (1.0354, 0.8493, -2.3635)  0.2132
H (0.1952, -1.4710, -2.5271)  0.2128
H (1.1737, -3.2256, -1.0947)  0.2140
H (2.9786, -2.6745, 0.4738)  0.2102

***

A molecular structure, C23H17AuN3O4P, computed with ωB97M-V/def2-TZVPD.

Properties
E_HOMO: -7.999 eV
net charge: 0
energy relative to the best compared isomer or geometry (same formula, charge and spin): 0.0 kcal/mol

Each line ends with the natural charge from an NBO analysis.
CARTESIAN COORDINATES (ANGSTROEM)
Au (0.1805, 0.3708, 0.1624)  0.2428
O (-1.4420, -2.6642, 0.7455)  -0.5058
C (-1.6365, -2.3136, -0.3732)  0.7652
O (-2.6578, -1.4142, -0.6663)  -0.3965
C (-0.9184, -2.7197, -1.6083)  -0.1175
C (-0.6728, -3.9917, -1.9063)  -0.0955
C (-0.5401, -4.4048, -3.3634)  -0.1183
C (0.0683, -3.3106, -4.1868)  -0.1877
C (-0.2355, -2.0456, -3.9245)  -0.1691
C (-1.0176, -1.6529, -2.6938)  -0.4733
P (-0.5035, 0.0643, -2.0385)  0.9567
C (-1.8531, 1.1257, -2.5987)  -0.4173
C (-2.3380, 2.1021, -1.7357)  -0.1032
C (-3.3852, 2.9223, -2.1339)  -0.2210
C (-3.9538, 2.7618, -3.3872)  -0.1820
C (-3.4774, 1.7831, -4.2521)  -0.1946
C (-2.4303, 0.9683, -3.8605)  -0.2090
C (0.9363, 0.4826, -3.0652)  -0.3881
C (0.9031, 1.3872, -4.1207)  -0.1502
C (2.0589, 1.6489, -4.8464)  -0.2209
C (3.2441, 1.0064, -4.5262)  -0.1930
C (3.2842, 0.1098, -3.4653)  -0.1895
C (2.1393, -0.1416, -2.7301)  -0.1973
H (-0.7725, -4.7593, -1.1491)  0.2446
H (-0.0422, -5.3608, -3.4827)  0.2357
H (0.6415, -3.5746, -5.0656)  0.2328
H (0.1011, -1.2602, -4.5870)  0.2379
H (-1.9013, 2.2131, -0.7505)  0.2267
H (-3.7606, 3.6785, -1.4577)  0.2246
H (-4.7775, 3.3940, -3.6919)  0.2210
H (-3.9275, 1.6506, -5.2269)  0.2219
H (-2.0734, 0.1999, -4.5391)  0.2177
H (-0.0148, 1.9004, -4.3730)  0.2186
H (2.0299, 2.3622, -5.6596)  0.2207
H (4.1429, 1.2149, -5.0915)  0.2207
H (4.2127, -0.3775, -3.1989)  0.2222
H (2.1797, -0.8170, -1.8824)  0.2282
N (-1.9960, -4.6042, -3.7849)  -0.4688
C (-2.5346, -3.5456, -4.0323)  0.7154
N (-2.9621, -2.3868, -4.0940)  -0.5300
C (-2.5342, -1.7942, -2.8624)  0.4362
N (-3.3439, -1.7172, -1.8869)  -0.1266
C (-0.0895, -0.8424, 3.0786)  -0.2686
O (0.7399, 0.3092, 3.1480)  -0.5476
C (0.9742, 0.9840, 1.9832)  0.4403
O (1.6658, 1.9672, 2.0484)  -0.6199
H (-0.2058, -1.1945, 4.1007)  0.1969
H (0.3681, -1.6292, 2.4762)  0.1815
H (-1.0713, -0.6110, 2.6652)  0.1831